{
  "formula": "C49H45N2O2Si",
  "method": "the ωB97M-V functional and the def2-TZVPD basis",
  "charge": 1,
  "e_tot_ha": -2443.43321,
  "homo_ev": -9.868,
  "elements": ["H", "C", "C", "O", "C", "H", "C", "C", "C", "C", "H", "H", "C", "C", "H", "C", "H", "H", "C", "H", "H", "H", "C", "C", "N", "H", "H", "C", "C", "H", "C", "H", "H", "C", "C", "C", "C", "C", "C", "H", "C", "C", "H", "H", "O", "H", "H", "Si", "C", "H", "C", "C", "H", "C", "C", "H", "H", "C", "C", "H", "H", "H", "H", "H", "H", "C", "C", "H", "N", "H", "C", "H", "C", "C", "C", "H", "H", "C", "H", "H", "H", "H", "C", "C", "H", "C", "C", "H", "C", "C", "H", "C", "C", "C", "C", "H", "H", "H", "C"],
  "coordinates": [[-4.084, -0.197, -5.134], [6.801, -1.170, -4.865], [3.972, -1.795, -3.633], [-0.830, 0.993, 2.632], [-4.387, -1.211, -4.845], [5.801, 0.371, -1.726], [-2.673, -1.030, -3.108], [-2.223, 0.061, 5.228], [-0.673, 4.852, 3.161], [-5.378, -2.655, -1.809], [2.429, 3.440, 2.226], [6.204, -1.755, -5.584], [2.587, 1.286, 1.754], [0.625, 4.800, 5.632], [1.210, 0.430, -0.724], [3.645, 0.181, -1.677], [-3.584, 3.173, 5.552], [-3.991, -0.263, 8.136], [-0.204, 3.734, 5.248], [-5.053, 1.471, -0.257], [1.465, 6.714, 5.064], [-1.698, -1.946, -4.823], [4.917, -0.139, -2.115], [-4.497, -2.667, -2.908], [-3.985, -1.442, -3.451], [-5.969, -6.010, -1.548], [1.113, 4.779, 6.608], [-4.196, -3.889, -3.538], [2.023, 2.681, 1.551], [0.243, 6.787, 2.884], [-1.215, 0.035, -1.495], [4.091, -2.481, -4.476], [-1.584, -0.525, 4.561], [7.110, -5.138, -3.095], [-2.487, -0.285, -1.919], [1.217, -0.153, -1.646], [-3.342, 2.131, 5.783], [-4.694, 2.175, 0.496], [6.942, -2.723, -2.987], [5.977, -3.918, -4.500], [0.314, 1.262, 2.062], [2.495, -0.541, -2.124], [8.354, -6.070, -1.595], [6.638, -0.098, -5.032], [0.581, 2.544, 1.832], [-6.611, -3.836, -0.494], [8.009, -1.750, -1.396], [-1.769, 2.232, 3.433], [5.095, -1.129, -3.104], [1.912, -2.302, -3.282], [-5.563, -5.074, -1.929], [2.723, -1.621, -3.039], [-5.624, -1.690, -1.355], [-1.556, -1.359, -3.904], [-3.771, 3.968, 2.433], [-1.206, 4.899, 2.208], [0.552, -1.137, -4.200], [-3.130, 2.729, 2.276], [7.788, -2.716, -1.862], [2.127, 2.987, 0.503], [-6.180, 3.679, 0.026], [3.138, 1.238, 2.710], [-5.356, 5.279, 1.754], [-0.391, 2.905, 5.936], [6.814, -6.079, -3.562], [0.814, 5.887, 4.773], [6.633, -3.935, -3.622], [7.866, -1.402, -5.006], [6.420, -1.484, -3.480], [1.339, -0.644, 1.764], [-3.879, 1.535, 6.935], [3.506, 1.022, -0.995], [-4.866, 4.311, 1.624], [-0.802, 3.723, 3.980], [-0.283, -0.979, -3.513], [-3.115, 0.860, 1.177], [-4.404, -6.029, -3.496], [-5.326, 3.416, 0.653], [-3.411, 4.681, 3.181], [-4.528, 2.111, 7.598], [-3.369, 0.028, -1.354], [3.270, 0.964, 0.965], [-0.053, -0.387, -2.227], [8.306, -3.917, -1.377], [8.979, -3.898, -0.517], [-4.695, -5.087, -3.028], [7.958, -5.132, -1.982], [-2.525, -1.575, 6.603], [-3.580, 0.202, 7.238], [1.387, 0.442, 1.761], [-3.543, -3.876, -4.418], [0.140, 5.925, 3.546], [-5.915, -3.856, -1.335], [-3.602, 1.833, 1.306], [-2.757, -0.533, 6.379], [-3.923, -1.948, -5.520], [-5.480, -1.301, -4.917], [-1.075, 0.615, -0.579], [-2.490, 1.405, 4.934]],
  "forces_ev_per_angstrom": [[-0.11, -0.26, -0.03], [-0.36, -0.04, 0.15], [-0.43, 0.00, 0.40], [-1.17, 0.69, 0.20], [0.31, -0.19, -0.01], [-0.32, -0.15, -0.16], [-0.21, -0.55, 0.53], [-0.10, -0.06, 0.38], [0.41, 0.39, 0.11], [0.46, 0.00, -0.46], [-0.21, -0.14, -0.23], [0.23, 0.21, -0.10], [1.27, -0.13, -0.01], [-0.17, -0.06, -0.10], [-0.02, 0.06, -0.02], [-0.31, -0.07, 0.01], [0.08, -0.32, 0.13], [0.13, 0.15, -0.28], [0.31, 0.25, -0.09], [0.04, 0.21, 0.19], [-0.21, -0.26, -0.06], [0.07, 0.54, 0.37], [-0.16, -0.18, -0.27], [-0.55, -0.85, 0.58], [0.04, 0.83, -0.33], [0.09, 0.26, -0.08], [-0.14, 0.04, -0.28], [0.17, 0.36, 0.37], [-0.67, -0.06, -0.36], [-0.01, -0.22, 0.23], [0.20, -0.16, 0.10], [0.02, -0.04, 0.56], [-0.20, 0.19, 0.27], [0.11, 0.17, -0.03], [0.09, -0.18, -0.10], [-0.43, 0.13, -0.59], [-0.02, -0.28, 0.35], [0.20, 0.13, 0.23], [0.16, -0.75, 0.46], [0.30, -0.15, 0.33], [2.55, -1.84, -0.47], [0.91, -0.64, -0.15], [-0.12, 0.24, -0.07], [0.06, -0.27, -0.12], [0.58, 1.47, 0.15], [0.24, -0.03, -0.25], [0.02, -0.43, -0.14], [-0.10, -0.19, 0.07], [-0.07, -0.08, 0.34], [0.19, 0.18, -0.02], [0.14, 0.32, -0.17], [0.24, 0.70, -0.39], [0.00, -0.42, -0.13], [0.24, 0.22, -0.17], [-0.40, -0.01, -0.39], [0.31, -0.06, 0.23], [-0.37, -0.03, 0.36], [-0.10, 0.05, -0.27], [-0.45, 0.03, -0.46], [-0.16, 0.22, 0.21], [0.28, -0.08, 0.19], [-0.08, -0.15, -0.28], [0.14, -0.30, -0.05], [0.21, 0.25, -0.21], [0.19, 0.25, 0.14], [-0.17, -0.25, -0.01], [-0.08, 0.18, 0.43], [-0.40, 0.08, 0.09], [0.50, 0.72, -0.28], [0.15, 0.29, 0.41], [0.17, 0.05, -0.32], [0.03, -0.31, -0.18], [0.25, -0.23, 0.10], [-0.11, 0.20, 0.25], [0.01, -0.25, 0.06], [-0.17, 0.28, 0.08], [-0.18, 0.26, 0.14], [0.21, -0.15, 0.16], [-0.16, -0.25, -0.24], [0.19, -0.15, -0.22], [0.35, -0.12, -0.20], [0.32, 0.40, 0.12], [-0.35, 0.25, -0.19], [-0.11, -0.05, -0.08], [-0.22, -0.08, -0.26], [-0.11, 0.18, 0.04], [-0.11, 0.32, -0.15], [-0.08, 0.26, -0.04], [0.18, 0.09, -0.34], [-2.80, -0.23, 0.61], [-0.23, -0.16, 0.36], [-0.22, -0.28, -0.01], [0.15, -0.01, -0.06], [-0.39, 0.29, -0.32], [-0.05, 0.15, -0.06], [-0.23, 0.28, -0.11], [0.39, 0.04, 0.05], [-0.01, -0.27, -0.18], [-0.07, -0.40, 0.02]],
  "lowdin_charge": [0.10, -0.04, 0.03, -0.03, -0.04, 0.13, -0.17, -0.08, -0.10, -0.01, 0.13, 0.08, -0.19, -0.07, 0.10, 0.01, 0.11, 0.11, -0.07, 0.09, 0.11, 0.13, 0.03, -0.24, -0.12, 0.11, 0.11, -0.02, -0.08, 0.11, 0.03, 0.12, 0.10, -0.07, 0.04, 0.12, -0.08, -0.09, -0.25, 0.11, -0.46, -0.17, 0.11, 0.09, -0.03, 0.11, 0.12, 0.71, -0.19, 0.11, -0.08, 0.01, 0.11, 0.02, -0.09, 0.11, 0.11, -0.22, -0.01, 0.12, 0.11, 0.12, 0.11, 0.11, 0.11, -0.08, -0.03, 0.10, -0.14, 0.11, -0.07, 0.10, -0.07, -0.24, 0.02, 0.10, 0.11, -0.08, 0.10, 0.11, 0.11, 0.08, -0.17, -0.08, 0.11, -0.07, -0.08, 0.10, -0.08, -0.06, 0.11, -0.07, -0.07, -0.09, -0.08, 0.08, 0.11, 0.12, -0.24]
}